ORCA calculation (ωB97M-V with the def2-TZVPD basis set) on C33H31N10OPtSe2 as an isolated structure in a non-equilibrium geometry.

Computed properties:
- LUMO level: -8.752 eV
- Charge: +3
- F_max: 2.02 eV/A
- HOMO-LUMO gap: 6.813 eV

Each line ends with the Mulliken charge.
Element x y z (Å)
Pt1 -1.55 0.77 0.09  1.472
N1 -1.57 -3.56 -0.03  0.115
C1 -1.28 -2.32 -0.36  -0.804
N2 -2.04 -1.28 -0.12  -0.448
C2 -3.26 -1.51 0.53  0.479
N3 -4.04 -0.52 0.80  -1.124
N4 -3.46 0.67 0.52  0.602
C3 -4.13 1.75 0.71  -0.380
C4 -3.45 2.99 0.41  0.890
C5 -4.04 4.23 0.59  -1.000
C6 -3.34 5.36 0.21  -0.313
C7 -2.08 5.21 -0.35  -1.261
C8 -1.55 3.94 -0.47  0.258
N5 -2.20 2.84 -0.10  -0.200
C9 -3.65 -2.86 0.90  0.800
C10 -4.86 -3.15 1.54  -0.445
C11 -5.14 -4.45 1.91  -0.812
C12 -4.21 -5.47 1.67  -0.457
C13 -3.02 -5.20 1.03  -0.938
C14 -2.76 -3.90 0.64  0.270
H1 -0.94 -4.31 -0.29  0.298
H2 -0.35 -2.16 -0.89  0.847
H3 -5.16 1.70 1.04  0.507
H4 -5.02 4.30 1.04  0.455
H5 -3.77 6.35 0.33  0.476
H6 -1.51 6.06 -0.69  0.457
H7 -0.57 3.79 -0.91  0.508
H8 -5.55 -2.35 1.74  0.510
H9 -6.07 -4.68 2.40  0.447
H10 -4.44 -6.48 1.98  0.439
H11 -2.31 -5.99 0.83  0.414
Se1 0.44 1.67 -2.50  0.034
C15 1.86 2.94 -2.69  0.906
C16 1.88 3.64 -3.89  -0.766
C17 2.84 4.63 -4.09  -0.610
C18 3.77 4.90 -3.09  -0.529
C19 3.77 4.17 -1.91  -0.784
C20 2.81 3.18 -1.70  -0.061
H12 1.16 3.42 -4.67  0.411
H13 2.86 5.18 -5.02  0.422
H14 4.51 5.67 -3.25  0.430
H15 4.51 4.36 -1.16  0.421
H16 2.82 2.60 -0.79  0.370
C21 2.29 -1.15 -3.86  -0.945
N6 2.56 -1.76 -2.56  0.399
C22 2.11 -1.40 -1.36  -0.239
Se2 1.25 0.20 -0.74  -0.127
N7 2.57 -2.28 -0.45  0.202
C23 3.37 -3.23 -1.07  0.398
C24 4.10 -4.31 -0.58  -0.882
C25 4.82 -5.03 -1.51  -0.546
C26 4.84 -4.68 -2.87  -0.710
C27 4.11 -3.61 -3.36  -0.714
C28 3.36 -2.90 -2.42  0.877
H17 1.47 -0.45 -3.77  0.291
H18 2.02 -1.93 -4.57  0.400
H19 3.18 -0.63 -4.21  0.351
H20 2.42 -2.20 0.55  0.211
H21 4.12 -4.56 0.47  0.448
H22 5.39 -5.89 -1.18  0.443
H23 5.45 -5.25 -3.55  0.435
H24 4.15 -3.33 -4.40  0.459
C29 -0.99 -0.47 5.39  -0.888
N8 -0.39 0.43 4.39  0.129
C30 0.56 1.33 4.72  0.039
C31 1.08 2.18 3.81  -1.283
C32 0.56 2.11 2.49  1.091
N9 -0.37 1.22 2.15  -0.010
C33 -0.85 0.32 3.08  -0.173
O1 -1.64 -0.56 2.78  -0.598
N10 1.01 2.95 1.55  0.021
H25 -0.50 -0.31 6.34  0.319
H26 -0.86 -1.50 5.07  0.304
H27 -2.05 -0.27 5.47  0.313
H28 0.88 1.33 5.75  0.377
H29 1.85 2.88 4.08  0.437
H30 1.65 3.69 1.78  0.239
H31 0.57 2.95 0.64  -0.375


ORCA calculation (ωB97M-V with the def2-TZVPD basis set) on C33H32AgGeN3OS2 as an isolated structure.

Computed properties:
- LUMO level (alpha / beta): 2.688 / 1.601 eV
- Charge: -1
- F_max: 0.62 eV/A
- Expectation value of S²: 0.7575
- HOMO-LUMO gap (alpha / beta): 6.533 / 6.098 eV
- 2S+1: 2

Each line ends with the natural charge from an NBO analysis.
Element x y z (Å)
Ag1 -0.91 0.78 -0.41  0.880
C1 -4.03 -2.60 0.60  -0.700
C2 -2.98 -1.52 0.78  0.339
N1 -2.49 -0.90 -0.26  -0.403
N2 -2.94 -1.34 -1.48  -0.389
C3 -2.50 -0.77 -2.54  -0.073
S1 -1.47 0.58 -2.81  -0.316
S2 -3.05 -1.57 -4.06  0.195
C4 -1.51 -2.55 -4.33  -0.536
C5 -1.55 -3.81 -3.52  -0.041
C6 -0.97 -3.86 -2.26  -0.206
C7 -1.08 -5.00 -1.47  -0.196
C8 -1.77 -6.10 -1.94  -0.233
C9 -2.35 -6.07 -3.20  -0.233
C10 -2.24 -4.93 -3.98  -0.161
C11 -2.52 -1.23 2.13  -0.269
C12 -2.89 -2.12 3.15  -0.103
C13 -2.49 -1.99 4.46  -0.331
C14 -1.66 -0.91 4.81  -0.188
C15 -1.28 -0.01 3.85  -0.299
C16 -1.70 -0.10 2.49  0.426
O1 -1.36 0.85 1.71  -0.782
H1 -4.36 -2.61 -0.43  0.261
H2 -4.88 -2.41 1.25  0.215
H3 -3.62 -3.58 0.84  0.222
H4 -0.68 -1.91 -4.05  0.247
H5 -1.47 -2.74 -5.40  0.222
H6 -0.43 -2.99 -1.89  0.225
H7 -0.63 -5.01 -0.49  0.211
H8 -1.85 -6.99 -1.33  0.204
H9 -2.90 -6.92 -3.57  0.202
H10 -2.71 -4.89 -4.96  0.196
H11 -3.51 -2.98 2.90  0.190
H12 -2.80 -2.71 5.21  0.195
H13 -1.33 -0.80 5.83  0.196
H14 -0.64 0.83 4.10  0.214
C17 2.74 -1.01 -0.46  -1.067
Ge1 1.68 0.69 -0.29  0.946
C18 2.55 1.82 -1.70  -0.415
C19 1.75 2.59 -2.55  -0.225
C20 2.32 3.36 -3.56  -0.209
C21 3.69 3.36 -3.74  -0.232
C22 4.50 2.60 -2.90  -0.243
C23 3.92 1.84 -1.89  -0.161
C24 2.41 1.44 1.42  -0.373
C25 3.19 0.67 2.24  -0.241
C26 3.65 1.13 3.49  -0.199
C27 3.32 2.38 3.93  -0.204
C28 2.51 3.21 3.14  -0.092
C29 2.13 4.51 3.57  -0.183
C30 1.35 5.32 2.79  -0.227
C31 0.89 4.85 1.55  -0.222
C32 1.22 3.60 1.11  -0.186
C33 2.05 2.74 1.88  0.022
H15 3.80 -0.81 -0.36  0.210
H16 2.56 -1.46 -1.44  0.228
H17 2.44 -1.74 0.29  0.221
H18 0.68 2.58 -2.42  0.219
H19 1.68 3.94 -4.22  0.202
H20 4.14 3.96 -4.53  0.199
H21 5.57 2.61 -3.04  0.199
H22 4.56 1.25 -1.24  0.192
H23 3.46 -0.34 1.93  0.206
H24 4.27 0.48 4.10  0.200
H25 3.66 2.74 4.89  0.199
H26 2.49 4.85 4.54  0.198
H27 1.08 6.31 3.14  0.202
H28 0.27 5.50 0.94  0.203
H29 0.85 3.24 0.15  0.222
N3 -2.28 2.98 -0.20  -1.087
H30 -3.16 2.55 0.04  0.376
H31 -2.44 3.64 -0.94  0.363
H32 -1.94 3.47 0.62  0.377


ORCA calculation (ωB97M-V with the def2-TZVPD basis set) on C33H32AsBr2F6HfN6O4S as an isolated structure in a non-equilibrium geometry.

Computed properties:
- LUMO level (alpha / beta): -6.059 / -8.398 eV
- Charge: +2
- F_max: 2.05 eV/A
- Expectation value of S²: 0.8086
- HOMO-LUMO gap (alpha / beta): 7.120 / 4.765 eV
- 2S+1: 2

Each line ends with the Mulliken charge.
Element x y z (Å)
Hf1 0.03 0.89 -0.30  0.762
O1 2.97 0.75 2.57  -0.278
C1 2.74 -0.26 3.44  0.688
C2 3.58 -0.47 4.54  -0.973
C3 3.41 -1.54 5.38  -0.665
C4 2.35 -2.41 5.19  -1.008
C5 1.47 -2.18 4.14  -0.720
C6 1.65 -1.12 3.26  -0.362
C7 0.65 -0.98 2.09  1.160
O2 0.84 0.06 1.27  0.500
N1 0.88 -2.24 1.33  -0.298
N2 1.34 -2.03 0.15  0.240
C8 1.85 -2.88 -0.69  -0.250
C9 2.37 -2.31 -1.87  0.548
Br1 2.48 -0.34 -1.67  0.054
C10 2.78 -2.83 -3.06  -0.653
C11 2.76 -4.16 -3.58  1.214
C12 3.33 -4.33 -4.86  -0.566
C13 3.39 -5.57 -5.45  -0.708
C14 2.87 -6.68 -4.80  -0.375
C15 2.28 -6.53 -3.55  -0.930
C16 2.22 -5.29 -2.95  -0.128
H1 3.66 1.32 2.92  0.336
H2 4.41 0.21 4.69  0.414
H3 4.11 -1.71 6.19  0.424
H4 2.19 -3.24 5.85  0.425
H5 0.62 -2.84 4.02  0.533
H6 -0.37 -1.03 2.52  0.090
H7 0.96 -3.13 1.83  0.386
H8 1.91 -3.95 -0.50  0.445
H9 3.19 -2.10 -3.76  0.328
H10 3.72 -3.47 -5.38  0.390
H11 3.85 -5.68 -6.42  0.417
H12 2.90 -7.65 -5.27  0.425
H13 1.86 -7.39 -3.05  0.417
H14 1.74 -5.21 -1.98  0.164
C17 -6.65 4.97 1.29  -1.441
C18 -5.58 3.96 1.53  0.896
C19 -5.81 2.60 1.34  -1.008
C20 -4.80 1.67 1.49  -0.708
C21 -3.53 2.10 1.83  0.133
C22 -3.28 3.44 2.09  -0.331
C23 -4.30 4.36 1.94  -0.934
S1 -2.15 0.99 1.81  1.702
O3 -2.27 -0.14 2.69  -0.826
O4 -0.95 1.82 1.93  -0.550
N3 -1.94 0.48 0.27  0.102
C24 -2.09 -0.75 -0.28  0.727
C25 -3.25 -1.54 -0.28  -0.912
C26 -3.32 -2.62 -1.14  -0.658
C27 -2.22 -2.92 -1.94  -1.193
C28 -1.08 -2.17 -1.82  -0.246
N4 -1.00 -1.10 -1.00  0.240
H15 -7.61 4.50 1.13  0.364
H16 -6.39 5.55 0.40  0.324
H17 -6.72 5.67 2.12  0.384
H18 -6.80 2.27 1.06  0.362
H19 -4.99 0.62 1.35  0.432
H20 -2.30 3.73 2.43  0.695
H21 -4.10 5.41 2.14  0.444
H22 -4.09 -1.26 0.34  0.427
H23 -4.22 -3.20 -1.21  0.486
H24 -2.26 -3.72 -2.67  0.508
H25 -0.21 -2.38 -2.41  0.615
Br2 2.40 4.58 3.63  -0.092
C29 2.47 4.05 1.82  -0.527
C30 3.25 4.74 0.90  -0.128
C31 3.30 4.22 -0.39  -1.194
C32 2.58 3.08 -0.70  -0.266
N5 1.76 2.47 0.17  0.499
C33 1.71 2.95 1.41  -0.347
H26 3.79 5.62 1.18  0.526
H27 3.90 4.70 -1.14  0.471
H28 2.67 2.66 -1.69  0.415
H29 1.06 2.44 2.11  0.653
F1 0.62 1.94 -2.19  -0.609
As1 -0.60 1.52 -3.62  2.050
F2 -1.06 3.19 -3.53  -0.491
F3 -1.69 1.23 -2.20  -0.461
F4 -1.78 1.03 -4.74  -0.436
F5 0.01 -0.10 -3.33  -0.381
F6 0.65 1.85 -4.73  -0.447
N6 -0.89 3.19 -0.42  -0.478
H30 -1.87 3.15 -0.71  0.289
H31 -0.45 3.87 -1.05  0.317
H32 -0.89 3.60 0.51  0.157


ORCA calculation (ωB97M-V with the def2-TZVPD basis set) on C33H32BrCrN6O9S2 as an isolated structure.

Computed properties:
- LUMO level (alpha / beta): 1.444 / 1.444 eV
- Charge: -1
- F_max: 0.61 eV/A
- Expectation value of S²: 6.0894
- HOMO-LUMO gap (alpha / beta): 4.212 / 6.543 eV
- 2S+1: 5

Each line ends with the natural charge from an NBO analysis.
Element x y z (Å)
Cr1 -0.57 0.10 1.12  1.365
Br1 -6.02 -4.72 2.56  -0.004
C1 -4.85 -3.23 2.32  -0.127
C2 -5.09 -2.05 3.01  -0.230
C3 -4.23 -0.99 2.84  -0.293
C4 -3.12 -1.05 1.98  0.428
O1 -2.36 0.01 1.87  -0.767
C5 -2.89 -2.26 1.27  -0.198
C6 -1.84 -2.45 0.32  0.031
N1 -0.94 -1.52 -0.02  -0.568
C7 -0.07 -1.71 -1.04  0.208
C8 -0.12 -2.71 -2.03  -0.338
C9 0.86 -2.77 -3.02  -0.180
C10 1.91 -1.88 -3.08  -0.301
C11 2.00 -0.84 -2.12  -0.076
C12 2.99 0.15 -2.10  -0.163
C13 2.98 1.14 -1.14  -0.203
C14 1.99 1.12 -0.17  0.022
N2 1.05 0.18 -0.14  -0.470
C15 1.02 -0.77 -1.10  0.171
C16 -3.77 -3.34 1.47  -0.200
H1 -5.94 -1.97 3.68  0.214
H2 -4.39 -0.06 3.37  0.218
H3 -1.76 -3.43 -0.14  0.179
H4 -0.92 -3.43 -2.03  0.210
H5 0.80 -3.56 -3.76  0.202
H6 2.66 -1.95 -3.85  0.201
H7 3.76 0.14 -2.87  0.206
H8 3.72 1.92 -1.13  0.211
H9 1.93 1.87 0.62  0.224
H10 -3.59 -4.27 0.94  0.212
C17 6.26 0.26 5.12  -0.628
C18 5.00 -0.35 4.54  -0.003
C19 4.35 0.27 3.47  -0.233
C20 3.19 -0.27 2.95  -0.115
C21 2.66 -1.43 3.49  -0.353
C22 3.29 -2.05 4.55  -0.171
C23 4.46 -1.51 5.07  -0.230
S1 1.15 -2.13 2.82  2.357
O2 1.46 -2.60 1.49  -0.970
O3 0.74 -3.09 3.81  -0.975
N3 0.12 -0.94 2.68  -0.973
C24 -0.06 -0.08 3.86  -0.349
C25 0.22 1.37 3.47  0.788
O4 0.56 2.21 4.28  -0.645
O5 0.03 1.63 2.20  -0.794
H11 7.05 0.32 4.36  0.213
H12 6.63 -0.33 5.95  0.208
H13 6.07 1.27 5.48  0.218
H14 4.75 1.19 3.06  0.205
H15 2.67 0.22 2.14  0.209
H16 2.85 -2.94 4.98  0.241
H17 4.95 -1.99 5.90  0.201
H18 0.55 -0.37 4.71  0.224
H19 -1.11 -0.13 4.17  0.223
C26 0.30 -0.02 -5.05  -0.629
C27 -0.09 1.23 -5.83  -0.672
S2 -0.74 2.53 -4.80  2.188
O6 -0.95 3.69 -5.62  -0.948
O7 0.08 2.62 -3.62  -0.948
C28 -2.34 1.90 -4.34  -0.689
C29 -3.01 2.71 -3.24  -0.230
N4 -2.33 2.59 -1.95  -0.327
C30 -2.23 1.42 -1.26  0.452
N5 -1.38 1.54 -0.25  -0.479
C31 -0.93 2.83 -0.25  0.027
C32 -1.51 3.48 -1.29  0.148
N6 -1.35 4.86 -1.65  0.533
O8 -0.44 5.46 -1.11  -0.353
O9 -2.12 5.33 -2.49  -0.414
C33 -3.01 0.19 -1.59  -0.668
H20 0.91 -0.67 -5.68  0.226
H21 -0.57 -0.60 -4.74  0.214
H22 0.87 0.23 -4.17  0.255
H23 -0.83 1.06 -6.60  0.230
H24 0.78 1.71 -6.29  0.251
H25 -2.21 0.86 -4.03  0.243
H26 -2.94 1.94 -5.24  0.249
H27 -4.03 2.34 -3.11  0.221
H28 -3.06 3.77 -3.50  0.278
H29 -0.26 3.19 0.50  0.273
H30 -3.95 0.44 -2.07  0.216
H31 -3.22 -0.34 -0.66  0.279
H32 -2.44 -0.49 -2.22  0.243


Which molecular weight belongs to each record? In order, 936.68 731.25 1135.93 852.69 g mol⁻¹.
Which E belongs to each record? In order, -185589.57069 -123445.47391 -281233.27635 -182246.15454 eV.
Which energy above the lowest of the compared OMol25 structures with the same formula, charge and spin belongs to each record? In order, 93.33 0.72 43.46 3.17 kcal/mol.